A molecular structure, C24H25F3N5OReSSbSe4, computed with ωB97M-V with the def2-TZVPD basis set.

```
! RIJCOSX wB97M-V def2-TZVPD def2/J DEFGRID3
* xyz 3 1
Re -0.0705 -0.1733 0.1307
C -4.7706 -1.6806 2.0016
N -3.8498 -0.7349 2.5857
C -4.1582 0.1384 3.5899
C -3.0526 0.8681 3.8591
N -2.0482 0.4365 3.0084
C -2.5718 -0.5471 2.2263
S -1.8226 -1.4542 0.9540
C -0.7833 1.0644 2.9718
C -0.3595 1.7288 4.1236
C 0.7094 2.6030 4.0599
C 1.3200 2.7964 2.8276
C 0.9299 2.0036 1.7705
N -0.0729 1.1079 1.8294
H -5.6574 -1.7570 2.6274
H -4.3037 -2.6607 1.9259
H -5.0696 -1.3569 1.0035
H -5.1274 0.1813 4.0494
H -2.9340 1.6686 4.5606
H -0.8738 1.5646 5.0567
H 1.0360 3.1370 4.9387
H 2.0889 3.5381 2.6837
H 1.4330 2.1061 0.8164
Se -0.7584 0.9119 -3.4002
Sb 0.3818 3.6868 -4.3465
Se -1.2489 1.4600 -1.0735
Se 1.2384 -0.2072 -2.8982
Se 1.9939 3.8123 -2.6689
F 1.4434 -8.2053 -4.6925
C 0.9860 -8.1547 -3.4426
F 1.8508 -8.8128 -2.6603
F -0.1733 -8.8192 -3.4062
C 0.8120 -6.7292 -2.9533
C 0.4266 -6.5186 -1.6339
C 0.2752 -5.2298 -1.1516
C 0.5028 -4.1408 -1.9940
C 0.8669 -4.3670 -3.3399
C 1.0311 -5.6530 -3.8054
C 0.4711 -2.7638 -1.7184
C 0.4757 -1.5242 -1.7844
H 0.2557 -7.3678 -0.9855
H -0.0358 -5.0798 -0.1278
H 1.0324 -3.5256 -3.9954
H 1.3309 -5.8188 -4.8299
C 2.1772 -2.1278 2.4719
N 3.2623 -1.3106 1.9703
C 4.5702 -1.5977 2.5552
C 5.4892 -0.3984 2.4129
C 5.5152 0.0049 0.9491
N 4.1571 0.2148 0.4607
C 4.0408 1.0896 -0.6883
C 3.1136 -0.4862 0.9223
O 1.9777 -0.3599 0.3454
H 2.1155 -2.0302 3.5568
H 2.3473 -3.1799 2.2314
H 1.2246 -1.8144 2.0402
H 5.0088 -2.4734 2.0652
H 4.4187 -1.8450 3.6066
H 6.4922 -0.6556 2.7523
H 5.1305 0.4313 3.0244
H 6.0137 -0.7635 0.3474
H 6.0589 0.9413 0.8208
H 4.5572 2.0284 -0.4885
H 2.9979 1.3185 -0.8947
H 4.4886 0.6253 -1.5708
*
```

Results
- Kohn-Sham gap: 5.7 eV
- Max |F|: 1.6 eV/Å
- Energy above the lowest of the compared OMol25 structures with the same formula, charge and spin: 1.751 eV
- E_LUMO: -10.129 eV
- M: 1112.4 g mol⁻¹